# 1
111
Properties=species:S:1:pos:R:3 method="wB97M-V/def2-TZVPD" homo_energy_ev=-9.91 lumo_ev=-0.36 charge=0 orbital_gap_ev=9.557 e_above_lowest_ev=4.612
Cs 0.71 2.26 2.21
B 0.60 -0.13 0.29
H 1.06 0.80 -0.02
H 1.29 -0.58 0.98
H -0.34 0.08 0.79
H 0.35 -0.78 -0.54
C 2.68 -2.88 -1.74
C 1.22 -3.15 -1.78
C 0.53 -2.46 -2.96
S 1.87 -1.65 -3.94
O 1.48 -0.32 -4.47
O 2.57 -2.51 -4.88
C 3.06 -1.62 -2.54
H 3.31 -3.66 -2.16
H 3.00 -2.78 -0.70
H 0.90 -2.80 -0.80
H 1.04 -4.22 -1.79
H -0.03 -1.59 -2.63
H -0.07 -3.14 -3.56
H 2.93 -0.76 -1.89
H 4.05 -1.50 -2.98
C 4.33 2.10 -0.60
C 3.73 2.99 -1.74
C 3.95 4.52 -1.33
S 5.00 4.52 0.23
O 4.58 5.59 1.09
O 6.38 4.41 -0.16
C 4.58 2.85 0.73
H 5.33 1.93 -1.00
H 3.81 1.14 -0.53
H 2.68 2.80 -1.94
H 4.24 2.74 -2.67
H 3.00 4.98 -1.07
H 4.38 5.09 -2.15
H 3.74 3.00 1.42
H 5.29 2.44 1.44
C -1.73 2.76 -3.70
C -1.15 1.55 -3.12
C 0.25 1.92 -2.56
S 0.08 3.71 -1.95
O 1.06 4.55 -2.61
O -0.06 3.82 -0.53
C -1.62 3.83 -2.67
H -2.79 2.62 -3.92
H -1.29 3.07 -4.65
H -1.00 0.77 -3.86
H -1.61 0.95 -2.33
H 0.93 2.06 -3.40
H 0.81 1.26 -1.88
H -1.80 4.87 -2.95
H -2.31 3.50 -1.90
C -4.76 -3.12 -1.69
C -3.64 -2.55 -0.78
C -2.84 -1.48 -1.59
S -4.22 -0.52 -2.51
O -3.73 -0.16 -3.84
O -4.86 0.48 -1.67
C -5.43 -2.03 -2.70
H -5.46 -3.67 -1.06
H -4.45 -3.88 -2.40
H -3.05 -3.28 -0.23
H -4.16 -2.05 0.04
H -2.38 -1.97 -2.44
H -2.17 -0.79 -1.08
H -5.47 -2.25 -3.77
H -6.42 -1.65 -2.45
C -0.70 -4.28 3.50
C -1.36 -3.91 2.05
C -1.15 -2.41 1.83
S -1.82 -1.81 3.43
O -3.31 -1.98 3.38
O -1.26 -0.49 3.78
C -1.18 -3.23 4.45
H 0.39 -4.22 3.46
H -0.94 -5.33 3.67
H -2.39 -4.24 1.99
H -0.83 -4.46 1.27
H -1.65 -2.00 0.95
H -0.10 -2.11 1.78
H -1.98 -3.39 5.17
H -0.32 -2.91 5.05
C 4.92 -1.89 2.40
C 3.39 -2.20 2.45
C 2.86 -1.41 3.69
S 3.97 0.17 3.84
O 4.61 0.06 5.19
O 3.25 1.40 3.36
C 5.14 -0.40 2.46
H 5.30 -2.33 1.48
H 5.28 -2.41 3.29
H 3.09 -3.23 2.61
H 2.94 -1.76 1.55
H 2.84 -1.91 4.66
H 1.91 -0.93 3.45
H 6.12 0.06 2.60
H 4.73 0.10 1.59
C -3.33 1.34 1.33
C -3.69 2.51 0.37
C -5.14 2.90 0.69
S -5.19 2.89 2.57
O -6.43 2.24 3.04
O -4.81 4.20 3.02
C -3.79 1.65 2.77
H -2.30 1.02 1.16
H -3.89 0.44 1.09
H -3.59 2.31 -0.70
H -3.07 3.37 0.60
H -5.70 2.00 0.43
H -5.54 3.76 0.15
H -4.17 0.72 3.19
H -3.07 2.05 3.47

# 2
80
Properties=species:S:1:pos:R:3 method="wB97M-V/def2-TZVPD" homo_energy_ev="-16.86 / -16.86" lumo_ev="-11.07 / -11.09" charge=+3 orbital_gap_ev="5.784 / 5.774" e_above_lowest_ev=0.098
Os -0.74 -0.64 0.25
C 0.20 -1.78 4.27
C 0.19 -1.46 2.82
N -0.82 -0.89 2.22
N -1.97 -0.74 2.93
C -2.99 -0.38 2.22
N -4.18 -0.19 2.77
S -2.85 -0.06 0.45
C 1.29 -1.82 1.93
C 2.43 -2.49 2.36
C 3.40 -2.84 1.44
C 3.21 -2.53 0.10
C 2.06 -1.88 -0.29
N 1.12 -1.52 0.60
H -0.56 -1.22 4.79
H 1.18 -1.58 4.71
H -0.01 -2.85 4.41
H -4.31 -0.36 3.75
H -4.98 0.08 2.22
H 2.55 -2.73 3.41
H 4.29 -3.36 1.77
H 3.95 -2.79 -0.65
H 1.87 -1.61 -1.32
O -0.73 -1.36 -1.82
C -1.14 -2.49 -1.51
O -1.24 -2.79 -0.29
C -1.48 -3.49 -2.59
N -2.17 -4.68 -1.96
C -1.35 -5.93 -2.28
C -0.63 -5.54 -3.56
C -0.25 -4.08 -3.31
H -2.16 -3.03 -3.30
H -3.12 -4.78 -2.33
H -2.24 -4.53 -0.95
H -2.02 -6.78 -2.35
H -0.67 -6.08 -1.45
H -1.29 -5.63 -4.42
H 0.23 -6.18 -3.74
H -0.03 -3.53 -4.22
H 0.63 -4.02 -2.66
C 3.13 1.51 -0.36
C 2.23 2.20 0.65
C 2.62 3.68 0.71
C 2.40 1.59 2.04
Sb 0.12 1.95 0.03
C -1.14 3.32 1.22
C -2.49 3.53 0.53
C -1.31 2.74 2.62
C -0.44 4.68 1.32
C -0.10 2.29 -2.13
C 0.40 3.71 -2.43
C 0.72 1.27 -2.92
C -1.58 2.16 -2.49
H 4.15 1.52 0.03
H 3.15 2.04 -1.31
H 2.86 0.47 -0.55
H 3.71 3.73 0.72
H 2.27 4.17 1.61
H 2.28 4.26 -0.15
H 3.43 1.76 2.36
H 2.24 0.50 2.03
H 1.74 2.04 2.78
H -3.00 2.60 0.27
H -2.39 4.14 -0.36
H -3.13 4.07 1.22
H -1.85 1.80 2.63
H -1.89 3.45 3.21
H -0.35 2.60 3.13
H -0.16 5.10 0.35
H 0.44 4.65 1.96
H -1.14 5.38 1.78
H 1.47 3.81 -2.25
H -0.14 4.47 -1.86
H 0.23 3.92 -3.49
H 1.78 1.33 -2.71
H 0.59 1.50 -3.98
H 0.37 0.25 -2.76
H -2.20 2.95 -2.07
H -1.99 1.19 -2.20
H -1.67 2.23 -3.58

# 3
40
Properties=species:S:1:pos:R:3 method="wB97M-V/def2-TZVPD" homo_energy_ev=-14.28 lumo_ev=-8.70 charge=+2 orbital_gap_ev=5.580 e_above_lowest_ev=2.755
Mo -0.36 -0.15 0.62
N 0.80 2.21 1.79
N -0.30 3.07 1.92
C -1.49 2.82 1.35
N -2.49 3.64 1.55
N -1.56 1.69 0.58
N -2.69 1.39 -0.12
O -3.59 2.17 -0.21
O -2.67 0.29 -0.63
H 1.22 2.03 2.70
H 1.51 2.59 1.16
H -0.20 3.91 2.49
H -2.41 4.42 2.19
H -3.39 3.48 1.09
C -3.14 -1.86 3.10
C -2.55 -0.62 2.55
O -2.89 0.53 2.71
O -1.47 -0.78 1.76
H -3.90 -1.64 3.84
H -2.36 -2.48 3.53
H -3.60 -2.43 2.28
Br -0.73 -1.96 -5.05
C 0.88 -1.49 -4.14
C 2.10 -1.99 -4.58
C 3.27 -1.59 -3.94
C 3.22 -0.72 -2.87
C 1.99 -0.26 -2.40
C 0.81 -0.64 -3.04
C 1.92 0.60 -1.20
O 2.74 1.36 -0.76
O 0.77 0.42 -0.50
H 2.13 -2.67 -5.42
H 4.22 -1.97 -4.29
H 4.14 -0.41 -2.38
H -0.16 -0.26 -2.73
Cl 0.68 -2.49 0.42
C 2.14 -2.69 1.44
Cl 2.54 -1.10 2.09
H 2.96 -3.06 0.82
H 1.89 -3.37 2.26

# 4
73
Properties=species:S:1:pos:R:3 method="wB97M-V/def2-TZVPD" homo_energy_ev=-12.11 lumo_ev=-4.91 charge=+1 orbital_gap_ev=7.201 e_above_lowest_ev=0.000
C 2.10 0.14 6.50
C 1.01 0.38 5.46
C 1.38 -0.32 4.13
I 0.77 -2.37 4.00
C 1.03 0.50 2.92
N 2.10 1.12 2.37
C 2.08 1.88 1.26
C 3.40 2.44 0.83
C 4.31 1.36 0.15
C 5.32 0.78 1.13
S 6.41 -0.38 0.29
O 7.51 -0.67 1.13
O 6.64 0.12 -1.02
O 5.51 -1.70 0.18
C 0.87 2.06 0.59
P 1.03 3.07 -0.99
O -0.47 3.12 -1.56
Cl 1.85 1.58 -2.18
C -0.28 1.47 1.15
C -1.61 1.73 0.45
O -2.10 2.78 0.48
O -2.06 0.70 -0.28
C -0.21 0.71 2.33
P -1.78 0.06 3.07
S -3.21 1.35 3.14
H 2.09 -0.89 6.84
H 1.99 0.82 7.34
H 3.08 0.34 6.08
H 0.04 0.05 5.82
H 1.01 1.44 5.25
H 2.46 -0.40 4.13
H 2.99 0.99 2.83
H 3.88 2.76 1.76
H 3.27 3.33 0.23
H 3.66 0.59 -0.24
H 4.84 1.85 -0.66
H 4.86 0.23 1.95
H 5.97 1.54 1.55
H 4.59 -1.51 0.42
H -0.49 2.78 -2.47
H -1.95 -0.13 0.20
H -1.46 -0.37 4.35
H -2.09 -1.07 2.29
C -5.24 2.30 -1.46
C -5.13 0.86 -1.92
O -6.08 0.56 -2.96
C -5.72 0.96 -4.18
O -4.68 1.50 -4.47
O -6.70 0.65 -5.02
C -6.47 1.05 -6.37
H -6.27 2.52 -1.17
H -4.59 2.48 -0.61
H -4.97 2.99 -2.26
H -5.37 0.18 -1.10
H -4.12 0.63 -2.26
H -5.51 0.69 -6.73
H -6.52 2.13 -6.46
H -7.27 0.61 -6.96
C -1.78 -3.10 -3.01
C -1.12 -2.49 -1.79
O -0.34 -3.45 -1.07
C 0.88 -3.68 -1.57
O 1.36 -3.13 -2.52
O 1.47 -4.61 -0.82
C 2.77 -5.00 -1.27
H -2.36 -3.98 -2.72
H -2.45 -2.38 -3.48
H -1.04 -3.41 -3.74
H -1.88 -2.15 -1.09
H -0.51 -1.63 -2.06
H 3.41 -4.13 -1.41
H 2.69 -5.56 -2.20
H 3.19 -5.64 -0.50

# 5
6
Properties=species:S:1:pos:R:3 method="wB97M-V/def2-TZVPD" homo_energy_ev="-10.33 / -10.62" lumo_ev="-1.88 / -1.43" charge=0 orbital_gap_ev="8.457 / 9.190" e_above_lowest_ev=5.574
C -0.31 -0.48 0.67
C -0.33 -0.66 -0.65
C 0.38 0.71 0.57
N 0.14 0.21 -1.55
O 0.65 1.20 -0.64
H -0.53 -0.98 1.60

# 6
91
Properties=species:S:1:pos:R:3 method="wB97M-V/def2-TZVPD" homo_energy_ev="-10.83 / -9.48" lumo_ev="-3.17 / -3.20" charge=+1 orbital_gap_ev="7.662 / 6.287" spin_multiplicity=2 e_above_lowest_ev=0.000
V 0.14 0.13 0.08
C -1.13 3.82 -1.96
O -1.94 3.64 -0.76
C -1.55 2.48 -0.26
N -0.83 1.70 -1.00
C -0.67 2.38 -2.30
C -1.50 1.75 -3.39
C -0.93 1.49 -4.63
C -1.70 0.97 -5.67
C -3.05 0.73 -5.47
C -3.63 1.00 -4.23
C -2.86 1.50 -3.20
C -1.87 2.06 1.09
C -2.63 2.74 2.02
C -2.79 2.18 3.28
C -2.21 0.95 3.55
C -1.47 0.33 2.56
N -1.26 0.89 1.36
C -0.86 -0.99 2.64
N -0.19 -1.48 1.66
C 0.16 -2.87 2.05
C -0.23 -2.91 3.54
O -1.06 -1.73 3.72
C 1.58 -3.34 1.88
C 1.78 -4.70 1.61
C 3.06 -5.23 1.58
C 4.16 -4.41 1.80
C 3.97 -3.06 2.07
C 2.68 -2.53 2.12
H -1.75 4.27 -2.72
H -0.30 4.47 -1.69
H 0.38 2.38 -2.59
H 0.12 1.70 -4.80
H -1.25 0.77 -6.63
H -3.66 0.33 -6.27
H -4.69 0.82 -4.08
H -3.32 1.71 -2.24
H -3.08 3.69 1.76
H -3.35 2.70 4.04
H -2.33 0.46 4.51
H -0.48 -3.54 1.46
H -0.81 -3.78 3.83
H 0.64 -2.80 4.19
H 0.93 -5.34 1.43
H 3.20 -6.28 1.37
H 5.16 -4.82 1.78
H 4.82 -2.42 2.26
H 2.54 -1.49 2.35
C 1.99 -0.25 -3.09
P 1.95 -0.81 -1.36
C 3.71 -0.69 -0.92
C 1.59 -2.60 -1.50
C 2.58 -3.54 -1.75
C 2.26 -4.88 -1.88
C 0.95 -5.30 -1.75
C -0.05 -4.37 -1.49
C 0.26 -3.02 -1.36
P -1.02 -1.74 -1.15
C -2.46 -2.54 -0.37
C -1.67 -1.64 -2.86
H 2.64 -0.90 -3.69
H 2.38 0.77 -3.13
H 0.99 -0.25 -3.53
H 4.34 -1.07 -1.72
H 3.91 -1.23 0.00
H 3.94 0.36 -0.77
H 3.62 -3.24 -1.85
H 3.05 -5.61 -2.07
H 0.70 -6.35 -1.85
H -1.08 -4.71 -1.40
H -2.25 -2.91 0.63
H -2.84 -3.36 -0.98
H -3.24 -1.79 -0.29
H -1.79 -2.66 -3.25
H -1.01 -1.08 -3.52
H -2.64 -1.14 -2.86
F 4.45 2.49 1.04
C 3.83 1.81 1.98
F 4.14 2.27 3.18
F 4.23 0.53 1.91
S 1.97 1.84 1.70
O 1.56 0.45 1.90
O 1.77 2.22 0.32
N 1.31 2.71 2.80
S 1.77 4.24 3.00
O 1.66 4.59 4.38
O 2.94 4.55 2.23
C 0.42 5.20 2.18
F -0.72 5.09 2.85
F 0.22 4.76 0.93
F 0.77 6.47 2.13